1.
Molecular formula: C5H9N2
Method: DFT, wB97M-V/def2-TZVPD

Total charge   +1
E_LUMO   -4.15 eV
Gap between HOMO and LUMO   10.609 eV
SMILES   C#[N+]N1C[C@H]1CC

XYZ file:
```
16
Properties=species:S:1:pos:R:3:mulliken_charge:R:1
C 3.50 -0.55 0.22 -0.1857
N 2.46 -0.17 -0.06 0.1276
N 1.35 0.28 -0.39 -0.1501
C 0.58 1.43 -0.01 -0.2100
C 0.02 0.07 0.23 -0.3082
C -1.07 -0.67 -0.54 -0.5824
C -2.38 -0.23 0.17 -1.1250
H 4.38 -0.99 0.53 0.6188
H 0.31 1.73 -1.02 0.2897
H 0.76 2.29 0.63 0.3595
H 0.26 -0.49 1.13 0.4390
H -0.96 -0.58 -1.59 0.4050
H -0.87 -1.66 -0.27 0.2873
H -2.45 -0.56 1.16 0.3847
H -3.25 -0.73 -0.38 0.3019
H -2.64 0.86 0.20 0.3479
```

2.
Molecular formula: C5H9N2
Method: DFT, wB97M-V/def2-TZVPD

Total charge   +1
E_LUMO   -5.26 eV
Gap between HOMO and LUMO   8.809 eV

XYZ file:
```
16
Properties=species:S:1:pos:R:3:mulliken_charge:R:1
C 1.17 0.45 -0.69 0.6180
C -1.25 0.04 0.79 -0.2673
C -0.99 -1.11 -0.03 -0.5963
C -0.01 0.80 1.22 -0.6732
C 1.02 -0.90 -0.84 -0.5369
N 0.97 0.06 -2.05 -0.4692
N 0.60 1.36 0.08 -0.1519
H -1.88 0.74 0.26 0.3009
H -1.71 -0.27 1.75 0.3105
H -0.96 -2.01 0.53 0.3549
H -1.64 -1.31 -0.90 0.3071
H 0.02 1.49 2.06 0.4018
H 0.79 0.14 1.54 0.3683
H 1.59 -1.74 -0.62 0.3851
H 1.81 -0.03 -2.66 0.3004
H 0.46 2.29 -0.44 0.3478
```

3.
Molecular formula: C5H9N2
Method: DFT, wB97M-V/def2-TZVPD

Total charge   +1
E_LUMO   -5.84 eV
Gap between HOMO and LUMO   9.327 eV

XYZ file:
```
16
Properties=species:S:1:pos:R:3:mulliken_charge:R:1
C -0.91 1.33 -0.61 0.6001
C -0.56 -0.44 -0.11 0.3149
C -1.21 2.58 -1.10 -0.7135
C 1.40 -1.88 0.56 -0.9492
C -0.09 -1.71 0.28 -0.2714
N -1.46 -0.03 -0.90 -0.5796
N 0.03 0.87 0.17 -0.2109
H -2.30 2.63 -1.04 0.3215
H -0.82 2.78 -2.11 0.3059
H -0.72 3.32 -0.30 0.3113
H 1.91 -1.21 -0.21 0.3215
H 1.61 -2.99 0.57 0.3200
H 1.60 -1.49 1.61 0.2656
H -0.66 -1.84 1.27 0.3000
H -0.62 -2.60 -0.24 0.3775
H 0.57 1.29 0.93 0.2864
```

4.
Molecular formula: C5H9N2
Method: DFT, wB97M-V/def2-TZVPD

Total charge   +1
E_LUMO   -5.40 eV
Gap between HOMO and LUMO   9.546 eV
SMILES   [H]/N=C/[NH+]=C(/C)C=C

XYZ file:
```
16
Properties=species:S:1:pos:R:3:mulliken_charge:R:1
H -1.68 3.63 -0.06 0.2766
N -1.23 2.81 -0.46 -0.5129
C -1.22 1.75 0.17 0.0261
N -0.56 0.81 -0.69 -0.2022
C 0.16 -0.23 -0.28 1.3365
C 1.12 -0.84 -1.27 -1.3555
C 0.09 -0.66 1.09 -0.4145
C 0.38 -1.92 1.48 -0.7436
H -1.47 1.30 1.18 0.3193
H -0.36 1.07 -1.63 0.3382
H 2.13 -0.78 -0.74 0.3537
H 1.23 -0.37 -2.23 0.4203
H 0.84 -1.91 -1.62 0.3663
H -0.06 0.17 1.86 0.2265
H 0.44 -2.61 0.68 0.2524
H 0.18 -2.22 2.53 0.3126
```

5.
Molecular formula: C5H9N2
Method: DFT, wB97M-V/def2-TZVPD

Total charge   +1
E_LUMO (spin up / spin down)   -6.40 / -5.47 eV
Gap between HOMO and LUMO (spin up / spin down)   5.398 / 9.480 eV

XYZ file:
```
16
Properties=species:S:1:pos:R:3:mulliken_charge:R:1
C -0.69 1.02 0.44 0.0171
C -0.52 -0.86 -0.77 -0.3496
C 0.80 -0.29 -0.39 -0.0323
C 3.93 0.25 0.26 -0.4114
C -2.75 -0.16 0.22 -0.8567
N 0.67 0.86 0.23 -0.3230
N -1.35 0.10 -0.07 0.1021
H -0.91 1.91 1.00 0.4312
H -0.67 -0.81 -1.91 0.3108
H -0.89 -1.92 -0.52 0.3511
H 4.56 -0.02 -0.57 0.3066
H 4.17 0.38 1.25 0.3307
H 2.87 0.32 -0.10 0.0879
H -3.33 -0.23 -0.68 0.3067
H -2.69 -1.10 0.74 0.3741
H -3.22 0.54 0.87 0.3547
```

6.
Molecular formula: C5H9N2
Method: DFT, wB97M-V/def2-TZVPD

Total charge   +1
E_LUMO   -4.92 eV
Gap between HOMO and LUMO   8.960 eV

XYZ file:
```
16
Properties=species:S:1:pos:R:3:mulliken_charge:R:1
C -0.17 -0.93 -1.14 -0.2137
C 0.90 -0.19 -1.20 0.3651
C -0.74 0.21 0.89 0.6384
C 2.19 -0.08 -1.73 -0.9848
C -1.78 0.60 1.80 -1.2220
N -1.06 -0.68 -0.16 -0.1285
N 0.49 0.44 0.95 -0.4834
H -0.50 -1.34 -2.03 0.3853
H -1.86 -1.21 0.16 0.2742
H 2.90 -0.18 -0.87 0.3283
H 2.35 0.91 -2.18 0.3042
H 2.38 -0.95 -2.26 0.3871
H -2.50 1.12 1.25 0.3634
H -1.32 1.28 2.58 0.3143
H -2.27 -0.12 2.37 0.4083
H 1.01 1.11 1.57 0.2637
```

7.
Molecular formula: C5H9N2
Method: DFT, wB97M-V/def2-TZVPD

Total charge   +1
E_LUMO (spin up / spin down)   -4.95 / -4.95 eV
Gap between HOMO and LUMO (spin up / spin down)   7.196 / 7.197 eV

XYZ file:
```
16
Properties=species:S:1:pos:R:3:mulliken_charge:R:1
C -0.12 -1.07 0.18 -0.6497
C -2.42 -0.31 -0.49 -0.5963
C -1.29 0.92 -0.21 -0.3555
C 0.11 1.12 -0.48 -0.0385
C 2.26 -0.03 -0.19 -0.8290
N -1.36 -0.40 0.45 0.0913
N 0.82 0.03 -0.17 0.0846
H -0.22 -1.62 -0.66 0.4085
H 0.28 -1.61 1.04 0.4053
H -3.42 -0.19 -0.09 0.2380
H -1.62 1.71 0.39 0.3782
H 0.44 2.11 -0.75 0.4480
H 2.79 0.03 0.78 0.3426
H 2.68 0.79 -0.67 0.3457
H 2.62 -1.03 -0.63 0.3086
H -1.55 -0.45 1.49 0.4182
```

8.
Molecular formula: C5H9N2O
Method: DFT, wB97M-V/def2-TZVPD

Total charge   +1
E_LUMO   -4.39 eV
Gap between HOMO and LUMO   8.633 eV

XYZ file:
```
17
Properties=species:S:1:pos:R:3:mulliken_charge:R:1
C 2.36 0.70 0.13 0.0800
C 2.56 -0.64 0.13 -0.4629
C 1.16 1.34 -0.02 -0.4800
C 1.55 -1.57 -0.19 0.0834
C -0.02 0.90 -0.48 0.5024
N -1.27 1.03 -0.74 -0.5648
N -3.07 -0.37 0.54 -0.6561
O 0.40 -1.29 -0.58 -0.5435
H 3.26 1.30 0.41 0.3199
H 3.66 -0.98 0.17 0.2776
H 1.10 2.42 0.35 0.3016
H 1.88 -2.55 -0.15 0.3970
H -1.66 0.96 -1.73 0.3305
H -2.28 0.46 -0.06 0.4254
H -2.88 -0.10 1.49 0.3474
H -2.75 -1.35 0.43 0.3327
H -3.99 -0.26 0.28 0.3096
```

9.
Molecular formula: C5H9N2O
Method: DFT, wB97M-V/def2-TZVPD

Total charge   +1
E_LUMO   -4.54 eV
Gap between HOMO and LUMO   10.277 eV

XYZ file:
```
17
Properties=species:S:1:pos:R:3:mulliken_charge:R:1
C 0.26 -0.40 -3.60 0.5099
C 0.04 0.05 0.40 0.4270
C 0.64 2.04 -0.87 -0.1554
C 1.23 -0.48 1.22 -0.8456
C -1.43 -0.45 0.57 -1.0626
N 0.07 -0.29 -2.40 -0.4640
N 0.26 0.90 -0.50 0.1039
O 0.40 -0.25 -4.73 -0.3099
H 0.50 2.97 -0.28 0.2879
H 1.10 2.08 -1.84 0.2577
H 2.16 0.23 1.27 0.3279
H 0.84 -0.44 2.29 0.3430
H 1.44 -1.57 0.88 0.2664
H -1.45 -1.55 0.80 0.3320
H -1.88 -0.12 1.48 0.3913
H -1.83 -0.27 -0.45 0.3872
H 0.18 -1.18 -1.83 0.2034
```

10.
Molecular formula: C5H9N2O
Method: DFT, wB97M-V/def2-TZVPD

Total charge   +1
E_LUMO   -3.29 eV
Gap between HOMO and LUMO   9.437 eV

XYZ file:
```
17
Properties=species:S:1:pos:R:3:mulliken_charge:R:1
C 2.76 -0.89 0.72 -0.4642
C 2.08 -1.87 0.74 -0.2573
C -1.24 0.15 0.10 -0.3716
C -2.93 -0.12 -1.51 -0.1994
C 0.00 0.55 -0.08 0.4057
N -1.81 -0.43 -1.01 -0.4220
N 0.89 0.95 1.04 -0.1727
O 0.72 0.85 -1.19 -0.5081
H 3.66 -0.42 0.35 0.3773
H 1.33 -2.50 1.09 0.3828
H -1.74 0.03 1.07 0.3281
H -3.45 0.79 -1.14 0.2612
H -3.41 -0.85 -2.22 0.2750
H 1.50 0.08 1.26 0.2461
H 0.40 0.99 1.89 0.3726
H 1.16 1.93 0.84 0.3734
H 0.06 0.76 -1.96 0.3733
```

11.
Molecular formula: C5H9N2O2
Method: DFT, wB97M-V/def2-TZVPD

Total charge   -1
E_LUMO   4.11 eV
Gap between HOMO and LUMO   6.766 eV

XYZ file:
```
18
Properties=species:S:1:pos:R:3:mulliken_charge:R:1
C -1.49 -0.92 -0.59 0.1928
C -0.98 0.04 0.44 -0.4585
C -0.59 -1.65 -1.56 -1.1022
C 1.40 1.74 1.02 -1.0404
C 1.21 0.38 0.36 -0.0347
N 1.34 -0.74 1.05 -0.3745
N -1.69 0.52 -0.50 0.4696
O -2.23 1.47 -1.01 -0.8731
O 1.29 -0.57 2.30 -0.5602
H -2.48 -1.48 -0.55 0.2422
H -0.82 0.10 1.51 0.4523
H -1.08 -1.83 -2.60 0.2930
H -0.53 -2.78 -1.29 0.2368
H 0.35 -1.23 -1.53 0.3287
H 1.85 1.85 1.98 0.3679
H 0.58 2.45 1.15 0.2730
H 2.25 2.25 0.49 0.2993
H 1.62 0.40 -0.67 0.2883
```

12.
Molecular formula: C5H9N2O2
Method: DFT, wB97M-V/def2-TZVPD

Total charge   +1
E_LUMO (spin up / spin down)   -6.15 / -6.09 eV
Gap between HOMO and LUMO (spin up / spin down)   8.066 / 7.629 eV

XYZ file:
```
18
Properties=species:S:1:pos:R:3:mulliken_charge:R:1
C -0.85 -0.14 0.97 0.1577
C 0.14 0.84 1.20 -0.7553
C 1.61 -0.44 -0.31 0.4690
C -1.82 -1.79 -0.34 -0.8871
C 0.53 1.61 -0.99 -0.8690
N -0.99 -0.71 -0.24 -0.1805
N 1.13 0.97 0.21 0.1095
O 2.94 -0.50 -0.37 -0.2177
O 2.09 -1.20 0.61 -0.1807
H -1.66 -0.23 1.64 0.4871
H 0.29 1.27 2.18 0.3716
H -1.72 -2.68 0.34 0.3563
H -2.89 -1.50 0.07 0.3160
H -1.89 -2.08 -1.51 0.2911
H 0.18 2.58 -0.88 0.3992
H 1.24 1.55 -1.76 0.3850
H -0.29 1.04 -1.28 0.4010
H 1.97 1.43 0.44 0.3467
```

13.
Molecular formula: C5H9N2P
Method: DFT, wB97M-V/def2-TZVPD

E_LUMO   0.43 eV
Gap between HOMO and LUMO   8.699 eV

XYZ file:
```
17
Properties=species:S:1:pos:R:3:mulliken_charge:R:1
C 3.36 -0.13 0.09 -0.2552
C 1.00 0.08 0.10 0.2333
C -1.72 1.19 -0.60 -1.2768
C -1.73 -1.28 -0.12 -1.0379
C -1.37 0.12 0.32 0.2945
N 2.75 -1.24 0.34 -0.6246
N 1.40 -1.08 0.33 -0.0167
P 2.22 1.31 -0.25 -0.1990
H 4.35 -0.04 0.26 0.4807
H -1.22 2.07 -0.24 0.3948
H -2.80 1.32 -0.56 0.4248
H -1.69 0.78 -1.73 0.2591
H -2.65 -1.15 -0.68 0.3985
H -1.92 -1.80 0.85 0.2643
H -0.93 -1.79 -0.72 0.2792
H -1.48 0.28 1.48 0.3057
H 2.44 1.35 1.13 0.0752
```

14.
Molecular formula: C5H9N2P
Method: DFT, wB97M-V/def2-TZVPD

E_LUMO (spin up / spin down)   -0.62 / 0.21 eV
Gap between HOMO and LUMO (spin up / spin down)   7.154 / 8.595 eV

XYZ file:
```
17
Properties=species:S:1:pos:R:3:mulliken_charge:R:1
C 4.15 -0.31 0.16 -0.1359
C 1.75 -0.06 0.10 0.1355
C -1.05 -1.00 -1.12 -1.0590
C -1.34 0.25 1.09 -1.0900
C -0.88 0.23 -0.32 0.0849
N 3.50 -1.40 0.29 -0.5460
N 2.14 -1.24 0.25 -0.0912
P 3.09 1.14 -0.19 -0.1502
H 5.23 -0.31 0.17 0.4335
H -0.59 -1.85 -0.62 0.3056
H -0.62 -0.90 -2.11 0.3084
H -2.11 -1.23 -1.22 0.3555
H -2.37 0.61 1.14 0.3700
H -0.73 0.92 1.70 0.3167
H -1.30 -0.75 1.52 0.2979
H -0.72 1.17 -0.82 0.4020
H 3.11 1.61 1.12 0.0622
```

Energy relative to the best compared isomer or geometry (same formula, charge and spin)? In order: 621.0 604.9 455.0 314.9 739.9 411.5 653.7 312.7 310.7 537.8 531.1 1056.8 488.6 444.2 kJ/mol.